# 1
Below is C9H9Cl5O3PS3SbSr as an isolated structure in a non-equilibrium geometry, with properties calculated with ωB97M-V/def2-TZVPD.

XYZ file:
```
32
Properties=species:S:1:pos:R:3:forces:R:3
Sr -0.298 0.466 0.337 -3.615 5.507 0.292
S 0.572 -4.306 -0.396 0.286 -0.498 0.112
Sb -0.444 -2.379 0.029 -0.667 -1.325 -0.294
S 0.675 -0.775 -1.573 0.771 -1.849 -2.120
S 0.631 -1.136 1.963 0.995 -2.217 1.869
Cl -3.566 0.246 1.984 0.038 -0.074 -0.365
C -3.919 0.529 0.255 -0.187 -0.113 0.458
C -2.864 0.805 -0.574 0.425 0.414 0.250
C -3.209 1.182 -1.848 0.125 0.198 -0.495
Cl -1.929 1.800 -2.930 -0.259 -0.262 0.281
C -4.512 1.172 -2.335 -0.083 0.071 -0.384
Cl -4.887 1.620 -3.980 0.085 -0.100 0.351
C -5.541 0.799 -1.473 -0.276 -0.007 -0.098
Cl -7.179 0.719 -2.046 0.231 0.046 0.090
C -5.250 0.507 -0.143 -0.315 -0.110 0.250
Cl -6.546 0.143 0.971 0.309 0.063 -0.261
C 3.189 1.305 -1.566 -0.063 0.105 -0.068
O 3.359 0.043 -0.973 -0.258 0.159 -0.235
P 2.294 -0.438 0.205 2.912 1.317 0.036
O 3.009 0.792 1.207 -0.247 -0.549 -0.074
C 2.676 1.168 2.522 0.040 -0.129 0.046
O 3.145 -1.758 0.341 -0.049 -0.812 0.649
C 3.290 -2.662 1.451 0.037 0.260 -0.394
H 4.028 1.956 -1.303 -0.009 -0.029 0.028
H 2.271 1.814 -1.244 -0.012 -0.031 -0.005
H 3.140 1.196 -2.651 0.000 -0.022 0.015
H 2.730 0.330 3.219 -0.068 -0.001 0.007
H 1.676 1.612 2.605 -0.010 -0.034 -0.001
H 3.404 1.923 2.829 -0.030 0.022 -0.017
H 4.181 -3.240 1.215 0.022 -0.020 0.031
H 2.435 -3.325 1.524 -0.086 0.006 0.003
H 3.439 -2.110 2.377 -0.041 0.014 0.043
```
Forces are in eV/Å.

As for the multiplicity: 2. As for the calculated total energy: -4682.005612 Eh. The LUMO energy (spin up / spin down) is 0.07093 / 0.06731 Ha. As for the energy relative to the best compared isomer or geometry (same formula, charge and spin): 94.3 kcal per mole. The charge is -1. The expectation value of S² is 0.76.

Here are the Mulliken charges for atoms 1 to 8, given in e: number 1, Sr, carries 1.364; number 2, S, carries -0.653; number 3, Sb, carries 0.452; number 4, S, carries -0.531; number 5, S, carries -0.609; number 6, Cl, carries -0.270; number 7, C, carries 1.183; number 8, C, carries -1.560



# 2
Below is a 2-piece molecular cluster, H4O2 overall in a non-equilibrium geometry, with properties calculated with ωB97M-V/def2-TZVPD.

XYZ file:
```
6
Properties=species:S:1:pos:R:3:forces:R:3
O -1.632 -0.030 0.012 -0.872 1.466 -0.296
H -2.470 -0.513 0.038 0.263 -0.082 0.043
H -1.937 0.894 -0.200 0.648 -1.367 0.296
O 1.732 -0.086 -0.091 1.394 0.845 0.274
H 2.505 0.467 0.183 -0.862 -0.766 -0.493
H 1.105 0.087 0.609 -0.571 -0.095 0.175
```
Forces are in eV/Å.

As for the multiplicity: 1. As for the calculated total energy: -152.866714 Eh. The LUMO energy is 0.03081 Ha. As for the energy relative to the best compared isomer or geometry (same formula, charge and spin): 5.2 kcal per mole. The structure (SMILES) is O.O.

What are the Mulliken partial charges on each atom? They are as follows, in elementary charge units: number 1, O, carries -0.626; number 2, H, carries 0.315; number 3, H, carries 0.319; number 4, O, carries -0.633; number 5, H, carries 0.319; number 6, H, carries 0.306



Q: The highest multiplicity belongs to which entry?
A: C9H9Cl5O3PS3SbSr